Density functional theory data (wB97M-V/def2-TZVPD) for a single C3H4ClNO2S molecule at a distorted geometry.

Each line ends with the natural charge from an NBO analysis.
Positions of all 12 atoms, in Å:
1 C -0.8588 1.2846 1.2048  0.214
2 C 0.4437 0.1115 -1.6066  -0.839
3 C -0.0589 0.1222 1.2282  -0.599
4 N -1.5353 2.1994 1.1736  -0.232
5 O 1.0834 -1.9192 0.1213  -0.907
6 O -1.3316 -1.4724 -0.3404  -0.919
7 S 0.0304 -0.9784 -0.2121  2.138
8 Cl -0.2899 -0.8550 2.6654  0.092
9 H 1.4134 -0.0556 -2.0659  0.270
10 H -0.4558 -0.0196 -2.1430  0.267
11 H 0.3779 1.0500 -1.1614  0.238
12 H 1.1814 0.5324 1.1362  0.276

Cartesian forces (eV/Å) of the 3 atoms listed first:
-0.443 -0.344 -0.308
-0.010 -1.521 1.361
5.528 0.637 -0.045

Properties
HOMO level in Eh: -0.4105
M in g/mol: 153.6
Total energy in eV: -32116.06229
Relative energy (zero: lowest compared OMol25 entry of this formula, charge and spin) in kJ/mol: 119.53
Spin multiplicity: 1
Frontier orbital gap in eV: 11.31